(1)
ORCA calculation (ωB97M-V/def2-TZVPD) on a single C19H24N2OS molecule.

Cartesian coordinates (Å):
C 0.1468 3.4501 5.1248
S 0.6561 1.8563 5.8296
C 0.2869 0.6853 4.5589
C 0.5609 -0.6479 4.8522
C 0.3066 -1.6321 3.9195
C -0.2317 -1.3126 2.6789
C -0.5113 -2.3687 1.6450
N 0.2353 -2.0967 0.4222
C 1.6641 -2.2236 0.6443
C -0.1896 -2.9261 -0.6912
C 0.2345 -2.3241 -2.0318
O 0.4267 -2.9958 -3.0233
N 0.3286 -0.9841 -1.9887
C 0.7000 -0.1636 -3.1218
C 2.0149 0.5707 -2.8446
C -0.4026 0.8151 -3.4566
C -0.9280 0.8699 -4.7401
C -1.9298 1.7719 -5.0541
C -2.4218 2.6282 -4.0845
C -1.9059 2.5787 -2.8007
C -0.9019 1.6795 -2.4897
C -0.5021 0.0197 2.3966
C -0.2461 1.0159 3.3206
H 0.7361 3.6723 4.2399
H -0.9157 3.4350 4.9005
H 0.3497 4.1867 5.8959
H 0.9760 -0.8981 5.8166
H 0.5272 -2.6621 4.1602
H -1.5771 -2.3485 1.3948
H -0.2753 -3.3656 2.0548
H 1.9455 -3.2350 0.9736
H 1.9723 -1.5104 1.4077
H 2.1930 -2.0036 -0.2811
H 0.1927 -3.9573 -0.6354
H -1.2828 -2.9766 -0.7054
H 0.1836 -0.5487 -1.0886
H 0.8385 -0.8592 -3.9566
H 2.8086 -0.1455 -2.6461
H 2.2920 1.1711 -3.7072
H 1.9114 1.2277 -1.9837
H -0.5504 0.1987 -5.4976
H -2.3289 1.8040 -6.0572
H -3.2050 3.3310 -4.3273
H -2.2869 3.2443 -2.0396
H -0.5042 1.6544 -1.4848
H -0.9216 0.2794 1.4357
H -0.4693 2.0396 3.0653

Results
multiplicity	1
ΔE to the lowest compared entry with this formula, charge and spin	34.8	kJ/mol
HOMO-LUMO gap	0.32148	Eh
SMILES	CSc1ccc(CN(C)CC(=O)N[C@H](C)c2ccccc2)cc1
HOMO	-8.2	eV
LUMO level	0.59	eV
M	328.48	g/mol

Mulliken population analysis, charges in e, atoms 1 to 4:
1. C -0.877
2. S -0.052
3. C 0.906
4. C -0.900


(2)
ORCA calculation (ωB97M-V/def2-TZVPD) on a single C19H24N4O3 molecule.

Cartesian coordinates (Å):
H -5.1636 -5.9775 2.7068
N -4.5311 -6.5652 3.2379
C -3.3766 -6.0617 3.3008
N -2.2857 -6.5996 3.9489
C -1.1967 -5.7673 3.8029
C -1.5919 -4.7271 3.0647
C -0.7882 -3.5496 2.6923
O 0.3229 -3.4212 3.1915
N -1.2912 -2.6397 1.8290
C -2.4705 -2.7505 0.9615
C -2.1353 -1.8180 -0.2035
C -1.2971 -2.5378 -1.2569
C -1.3773 -0.7001 0.5236
N -0.6511 0.1983 -0.3396
C -0.4000 1.4864 0.0228
O -0.8091 1.9569 1.0683
C 0.3723 2.3112 -0.9884
C 1.3526 3.2700 -0.3115
C 1.9360 4.2489 -1.2962
C 1.2632 5.4270 -1.6028
C 1.7854 6.3064 -2.5385
C 2.9820 6.0178 -3.1778
C 3.6720 4.8455 -2.8889
C 4.9595 4.5147 -3.5950
C 3.1352 3.9755 -1.9452
C -0.4963 -1.4544 1.5247
O -2.9411 -4.8839 2.7457
H -2.3419 -7.4686 4.4460
H -0.2266 -5.9499 4.2270
H -2.6280 -3.7744 0.6325
H -3.3692 -2.4172 1.4862
H -3.0456 -1.4310 -0.6640
H -0.3704 -2.9287 -0.8304
H -1.8531 -3.3800 -1.6692
H -1.0423 -1.8875 -2.0962
H -2.0913 -0.0922 1.0802
H -0.2126 -0.1634 -1.1682
H -0.3642 2.8902 -1.5535
H 0.8908 1.6717 -1.7074
H 2.1499 2.6973 0.1676
H 0.8179 3.7960 0.4793
H 0.3329 5.6593 -1.0966
H 1.2620 7.2267 -2.7651
H 3.3895 6.7134 -3.9022
H 5.5925 3.8727 -2.9828
H 4.7638 3.9895 -4.5325
H 5.5212 5.4172 -3.8355
H 3.6718 3.0637 -1.7001
H 0.4649 -1.7375 1.0860
H -0.2904 -0.8728 2.4220

Results
multiplicity	1
ΔE to the lowest compared entry with this formula, charge and spin	157.5	kJ/mol
HOMO-LUMO gap	0.32458	Eh
SMILES	[H]/N=c1/[nH]cc(C(=O)N2C[C@H](C)[C@H](NC(=O)CCc3cccc(C)c3)C2)o1
HOMO	-8.3	eV
LUMO level	0.54	eV
M	356.43	g/mol

Mulliken population analysis, charges in e, atoms 1 to 4:
1. H 0.249
2. N -0.787
3. C 0.381
4. N -0.080


(3)
ORCA calculation (ωB97M-V/def2-TZVPD) on a single C19H24N4OS molecule at a distorted geometry.

Cartesian coordinates (Å):
C 0.2949 4.9266 -5.0244
C -0.6881 4.2919 -4.0895
N -0.2046 3.2430 -3.2655
C -1.1372 2.8391 -2.4801
N -0.9140 1.7970 -1.5903
C 0.3531 1.0446 -1.5701
C 0.1424 -0.4362 -1.3318
N -0.8245 -0.7539 -0.2478
C -0.2887 -0.7443 1.1407
C 0.2937 -2.0786 1.5199
C 0.6783 -2.1550 3.0303
N 1.8885 -1.3604 3.2494
C 2.8619 -2.1108 3.9173
O 3.7808 -1.5720 4.5288
C 2.4758 -3.4831 3.9912
C 3.0719 -4.6703 4.4759
C 2.3577 -5.8697 4.4255
C 1.0745 -5.9120 3.8789
C 0.4760 -4.7699 3.3681
C 1.1666 -3.5264 3.4701
C -2.1014 -0.0880 -0.4802
C -1.8866 1.4046 -0.5267
S -2.6673 3.6718 -2.7128
C -1.9941 4.6575 -3.9358
C -2.7550 5.7212 -4.6639
H -0.1160 5.6954 -5.6734
H 1.1451 5.3386 -4.4466
H 0.7134 4.1373 -5.6884
H 0.9445 1.1787 -2.4829
H 0.9683 1.4213 -0.7444
H -0.2190 -0.8430 -2.2701
H 1.1372 -0.8925 -1.1177
H 0.4818 0.0044 1.2827
H -1.1123 -0.5410 1.8352
H -0.4214 -2.8721 1.3465
H 1.1833 -2.2178 0.9291
H -0.1915 -1.8592 3.6932
H 1.8470 -0.3897 3.5254
H 4.0429 -4.5952 4.9407
H 2.8168 -6.8310 4.7893
H 0.5690 -6.8671 3.9135
H -0.5697 -4.8090 3.0278
H -2.5281 -0.4270 -1.4539
H -2.8421 -0.3545 0.2751
H -2.8785 1.8575 -0.6778
H -1.5772 1.7850 0.4561
H -2.2041 6.0528 -5.5506
H -2.9130 6.5846 -3.9756
H -3.7311 5.3770 -5.0104

Results
multiplicity	1
ΔE to the lowest compared entry with this formula, charge and spin	146.3	kJ/mol
HOMO-LUMO gap	0.29175	Eh
SMILES	Cc1nc(N2CCN(CC[C@@H]3NC(=O)c4ccccc43)CC2)sc1C
HOMO	-7.5	eV
LUMO level	0.45	eV
M	356.50	g/mol

Mulliken population analysis, charges in e, atoms 1 to 4:
1. C -1.206
2. C -0.193
3. N -0.468
4. C 0.634


(4)
ORCA calculation (ωB97M-V/def2-TZVPD) on C19H25As2NPdTe as an isolated structure at a distorted geometry.

Cartesian coordinates (Å):
Pd -0.7887 1.7565 0.0906
C -3.4473 -0.5681 -1.3199
As -2.7182 0.2835 0.2491
C -4.3050 0.9377 1.1432
C -2.0639 -1.1286 1.3920
C -2.5392 -2.4309 1.3063
C -2.0041 -3.4168 2.1256
C -1.0090 -3.0998 3.0380
C -0.5442 -1.7943 3.1389
C -1.0732 -0.8060 2.3179
As -0.4637 1.0337 2.4427
C 1.2857 0.9607 3.2572
C -1.5267 1.8173 3.8628
H -4.2916 -1.1831 -1.0116
H -2.6969 -1.1781 -1.8178
H -3.8018 0.1993 -2.0065
H -4.8523 0.0628 1.4920
H -4.9117 1.5004 0.4356
H -4.0541 1.5774 1.9841
H -3.3190 -2.6892 0.6006
H -2.3599 -4.4348 2.0426
H -0.5902 -3.8684 3.6734
H 0.2238 -1.5565 3.8639
H 1.1700 0.5738 4.2684
H 1.6844 1.9721 3.3086
H 1.9611 0.3312 2.6828
H -1.5614 1.1235 4.7019
H -2.5355 2.0247 3.5188
H -1.0600 2.7488 4.1796
N 1.2177 4.2618 0.0621
C 0.4780 3.3844 -0.0019
H 1.8094 5.0745 0.0416
C 1.9104 1.6199 -2.5674
Te 0.0469 0.6361 -2.2158
C 1.2172 -1.1678 -2.2165
C 2.4484 -0.7852 -3.0000
C 3.2573 -1.7799 -3.5404
C 4.4011 -1.4358 -4.2409
C 4.7400 -0.0999 -4.4104
C 3.9350 0.8937 -3.8789
C 2.7860 0.5549 -3.1728
H 2.3059 1.9751 -1.6161
H 1.7450 2.4712 -3.2246
H 0.6219 -1.9318 -2.7113
H 1.4354 -1.4905 -1.1992
H 2.9910 -2.8220 -3.4155
H 5.0238 -2.2111 -4.6657
H 5.6264 0.1682 -4.9687
H 4.1955 1.9354 -4.0187

Results
multiplicity	1
ΔE to the lowest compared entry with this formula, charge and spin	116.8	kJ/mol
HOMO-LUMO gap (alpha / beta)	0.22378 / 0.22374	Eh
charge	+2
HOMO (alpha / beta)	-14.1 / -14.1	eV
LUMO level (alpha / beta)	-7.97 / -7.97	eV
M	651.28	g/mol

Mulliken population analysis, charges in e, atoms 1 to 4:
1. Pd -0.708
2. C -1.264
3. As 0.877
4. C -1.017


(5)
ORCA calculation (ωB97M-V/def2-TZVPD) on an isolated ion of composition C19H25BFN2O3S and charge +1 at a distorted geometry.

Cartesian coordinates (Å):
C 4.4447 -1.2786 1.2138
C 3.3155 -0.2563 0.5634
C 3.3683 -0.1478 -1.0714
C 2.1000 0.6304 -1.7596
C 2.6997 1.7166 -2.8808
C 1.0967 1.3898 -0.7019
N 1.5350 2.4483 0.2979
C 0.6433 3.1669 1.2862
B 1.4087 4.2527 2.3082
N 1.7321 3.7481 3.7341
O 1.7800 5.6041 1.8177
C -0.9711 2.8868 1.3397
F -1.8194 3.6565 2.3068
C -1.6069 1.7707 0.3201
C -3.2168 1.4410 0.3511
O -4.0533 2.5056 0.4929
O -3.8280 0.0982 0.2345
C -3.8148 -0.6073 1.5275
C -4.0028 -2.2339 1.4306
C -3.2970 -2.9381 0.1284
C -1.6708 -3.1295 0.0337
C -0.8707 -3.7989 -1.2628
C -1.7432 -4.3494 -2.5757
C -3.3924 -4.1710 -2.4841
C -4.1733 -3.4999 -1.1760
C -0.5355 1.0274 -0.7259
S -1.3158 -0.2141 -1.9193
H 4.3044 -1.1838 2.3957
H 4.2562 -2.4105 0.9530
H 5.5605 -0.9306 1.0132
H 3.6000 0.8259 0.9801
H 2.2384 -0.5500 0.9461
H 3.3706 -1.2704 -1.4775
H 4.3544 0.3375 -1.5009
H 1.5304 -0.1851 -2.4194
H 1.8078 2.3280 -3.3869
H 3.1678 1.0820 -3.7765
H 3.5412 2.4035 -2.4456
H 2.5713 2.6900 0.2846
H 2.4721 3.0119 3.7112
H 0.8787 3.2509 4.1106
H 0.9825 5.8708 1.2403
H -4.7435 -0.2046 2.1589
H -2.8642 -0.3874 2.1866
H -5.1584 -2.5027 1.3807
H -3.5098 -2.6929 2.4116
H -1.0047 -2.7320 0.9269
H 0.3070 -3.8946 -1.3060
H -1.2408 -4.8179 -3.5248
H -4.0999 -4.5151 -3.3666
H -5.3593 -3.4108 -1.1422
H -0.7749 0.1694 -3.1824

Results
multiplicity	1
HOMO-LUMO gap	0.19422	Eh
SMILES	CCC[C@H](C)c1[nH+]c(B(N)O)c(F)c(C(=O)OCCc2ccccc2)c1S
charge	+1
HOMO	-10.8	eV
LUMO level	-5.48	eV
M	391.30	g/mol

Mulliken population analysis, charges in e, atoms 1 to 4:
1. C -1.078
2. C -0.057
3. C -0.677
4. C 0.459